This record from the Open Molecules 2025 dataset describes 15 unconnected molecules or ions with the total composition C66H173N11O26 at a distorted geometry. The level of theory is the ωB97M-V functional and the def2-TZVPD basis.

Cartesian coordinates (Å):
O -8.5519 19.0381 25.6990
H -8.3830 19.5715 26.5538
H -8.4669 19.6956 25.0325
O -8.9639 19.3798 28.5360
H -9.4462 18.6470 28.1206
H -8.3343 18.9463 29.1370
O -9.1402 14.7756 23.1179
H -9.9299 14.8723 22.5927
H -8.5723 15.4351 22.7339
O -7.6849 17.9666 30.7670
H -6.8730 17.5024 31.0581
H -8.2307 18.2290 31.5475
C 1.0875 14.9730 22.4013
O 1.0757 16.0049 21.4039
C 1.6820 15.7525 20.1559
C 1.7250 17.1897 19.4884
N 0.4306 17.6063 18.8466
C 0.1077 17.0185 17.5326
C -1.3674 17.1254 17.2639
O -2.1535 16.5540 18.2220
C -2.5371 15.2048 18.0642
H 2.0811 14.4874 22.4046
H 0.2995 14.1941 22.2727
H 0.9047 15.4074 23.3446
H 1.1118 15.0349 19.5124
H 2.7393 15.4135 20.3364
H 2.4319 17.1248 18.6801
H 2.0951 17.9181 20.2589
H -0.3363 17.3199 19.4334
H 0.3328 15.9437 17.5221
H 0.5831 17.5883 16.7496
H -1.4351 16.6552 16.2710
H -1.6288 18.1667 17.2125
H -1.6341 14.5702 17.9769
H -3.1538 15.1643 17.1205
H -3.1600 14.9064 18.9179
C -9.5188 17.9637 22.4036
O -8.4726 17.2276 21.7944
C -8.2416 17.7069 20.5237
C -7.1764 16.8963 19.8491
N -6.8106 17.3194 18.5293
C -6.0943 16.2638 17.8486
C -5.6928 16.6782 16.4063
O -4.7135 17.6954 16.4450
C -4.5991 18.2411 15.0799
H -10.3737 18.0595 21.6653
H -9.1985 18.9453 22.6007
H -9.9332 17.3931 23.2058
H -7.9308 18.7225 20.5458
H -9.1089 17.6635 19.8128
H -7.5068 15.8526 19.6702
H -6.3392 16.8789 20.5480
H -6.1573 18.1370 18.5392
H -6.7003 15.3499 17.7944
H -5.0492 16.0234 18.3290
H -6.5202 17.1115 15.8618
H -5.3715 15.8570 15.7890
H -3.7242 18.8868 15.0898
H -5.5001 18.7375 14.8754
H -4.5736 17.4207 14.3683
C -11.5516 20.0470 32.9137
O -11.7001 18.7210 32.5453
C -10.5387 18.0421 32.6416
C -10.7343 16.6422 31.9788
N -10.5637 16.4384 30.5741
C -11.7119 16.7499 29.7335
C -11.4147 16.1850 28.4355
O -10.2343 16.8263 27.9422
C -9.7976 16.2278 26.6727
H -12.5079 20.5124 32.8066
H -10.8873 20.5885 32.1884
H -11.2448 20.2280 33.9279
H -10.1958 18.1039 33.7047
H -9.7627 18.5690 32.0848
H -11.7776 16.2892 32.1979
H -9.9902 16.0165 32.5348
H -9.6629 16.7424 30.1730
H -11.8361 17.8295 29.6238
H -12.5581 16.3105 30.1269
H -12.2176 16.3566 27.6442
H -11.2665 15.0464 28.4636
H -9.3073 17.0016 26.0841
H -10.6314 15.9728 26.0131
H -9.1046 15.3577 26.8016
C -4.4143 18.0181 31.6749
O -4.6753 16.7357 31.0744
C -4.3514 15.6474 31.9105
C -4.6976 14.3360 31.2142
N -6.0758 14.2834 30.8419
C -6.5879 13.2065 30.0126
C -7.0141 12.0555 30.8367
O -5.9609 11.3913 31.4936
C -5.3474 10.4941 30.6413
H -4.6821 18.1465 32.7051
H -5.0068 18.7251 31.0965
H -3.4009 18.3520 31.5731
H -5.0560 15.7866 32.7469
H -3.2909 15.6344 32.2949
H -4.4185 13.5629 31.9618
H -4.0120 14.2205 30.3635
H -6.3382 15.1854 30.5245
H -5.8081 12.9164 29.2443
H -7.3476 13.6665 29.3582
H -7.6727 11.3401 30.2955
H -7.6592 12.5357 31.6226
H -5.9565 9.6046 30.6110
H -4.3572 10.2394 31.0855
H -5.1937 10.8558 29.5993
C -3.3331 7.9535 27.0512
O -4.2785 9.0183 26.7569
C -5.6343 8.6915 26.9374
C -6.4956 9.8988 26.7715
N -6.5597 10.3341 25.3833
C -7.0764 11.7203 25.2160
C -6.6794 12.3393 23.8794
O -5.2717 12.3170 23.7671
C -4.8480 12.8149 22.5147
H -3.0726 7.5042 26.1054
H -3.7823 7.2915 27.7824
H -2.4703 8.4715 27.4565
H -5.9027 8.2213 27.9005
H -6.0386 7.9556 26.2774
H -6.1535 10.7014 27.4828
H -7.4953 9.6276 27.2036
H -5.6123 10.3206 25.0214
H -6.6793 12.3747 26.0157
H -8.1609 11.7322 25.2360
H -6.9884 13.4057 23.8233
H -7.2112 11.7758 23.0900
H -5.1253 12.1757 21.6264
H -3.7834 12.9252 22.5752
H -5.2885 13.7898 22.2722
C -4.5588 22.3803 23.4035
O -5.2757 21.6825 24.3619
C -5.6208 20.3552 23.9781
C -6.8348 20.4537 23.0557
N -7.8751 21.0753 23.7733
C -8.9104 21.5943 22.8758
C -8.3914 22.6223 21.8438
O -8.0146 23.8063 22.5697
C -7.4838 24.7959 21.7556
H -3.6009 21.8178 23.2295
H -4.2161 23.3323 23.8026
H -5.1445 22.5467 22.4939
H -5.7805 19.8149 24.9251
H -4.7170 19.8783 23.5198
H -7.1275 19.4339 22.6996
H -6.4345 21.0368 22.1999
H -7.4629 21.8250 24.3418
H -9.7127 22.1233 23.4129
H -9.3392 20.8605 22.2437
H -9.2778 22.8610 21.2343
H -7.6115 22.2695 21.2290
H -7.4208 25.7555 22.2894
H -8.2013 24.9049 20.9109
H -6.5261 24.4224 21.3773
C -1.0486 22.7595 28.5447
O -1.3030 23.2994 27.3074
C -0.2498 23.0437 26.4268
C -0.6734 23.5053 25.0641
N 0.3726 23.3115 24.0884
C -0.1757 23.5995 22.7249
C 0.6777 23.0931 21.5368
O 0.3582 21.7316 21.3093
C -0.0637 21.4091 20.0205
H -1.0601 21.6683 28.5837
H -1.7665 23.1010 29.2725
H -0.1067 23.1364 29.0091
H -0.0301 21.9620 26.3620
H 0.5928 23.6780 26.7753
H -0.9853 24.5775 25.0856
H -1.5940 22.9783 24.7378
H 0.7747 22.3449 24.1121
H -0.3199 24.6604 22.7598
H -1.1749 23.1766 22.5831
H 1.7751 23.1216 21.7095
H 0.4193 23.6360 20.6612
H -0.5403 20.4608 20.1197
H 0.7972 21.1901 19.3641
H -0.8166 22.1531 19.6983
C 4.5506 18.0126 24.6933
O 4.6281 19.0879 23.7640
C 3.3693 19.2498 23.0427
C 2.4483 20.0014 23.9970
N 1.0306 20.1388 23.6740
C 0.2100 18.9511 23.6565
C -1.2034 19.3244 24.0053
O -1.2200 19.8391 25.3064
C -2.4931 19.9869 25.8373
H 3.6629 18.1251 25.2642
H 5.4481 18.1088 25.3042
H 4.5066 16.9899 24.2410
H 2.9407 18.2975 22.7823
H 3.4570 19.8422 22.1270
H 2.8361 20.9911 24.1937
H 2.4302 19.5159 24.9761
H 0.9529 20.6261 22.8165
H 0.5181 18.2654 24.3722
H 0.1521 18.4353 22.6956
H -1.8260 18.4634 23.8900
H -1.5628 20.1468 23.3064
H -3.1576 20.5054 25.1341
H -2.4159 20.6408 26.6870
H -2.8623 19.0576 26.1134
C -3.0498 11.9893 27.6787
O -2.2433 11.7056 26.5571
C -2.6833 12.2178 25.3054
C -2.7705 13.7481 25.3735
N -1.4918 14.3338 25.2513
C -1.5136 15.7645 25.5977
C -1.8181 16.1323 27.0215
O -0.9239 15.3249 27.8125
C -1.3458 15.4664 29.1433
H -2.7948 11.1384 28.3261
H -4.1898 11.9981 27.4285
H -2.8142 12.9526 28.1416
H -3.7477 11.8920 25.1488
H -2.0244 11.8231 24.4928
H -3.2622 14.0256 26.3170
H -3.3906 14.1697 24.6206
H -0.9116 14.0169 26.0001
H -2.3203 16.2749 25.0696
H -0.5407 16.1551 25.2846
H -2.8786 16.0037 27.3436
H -1.5990 17.1865 27.1887
H -0.7021 14.8714 29.7251
H -2.3447 15.1996 29.2490
H -1.1085 16.4340 29.5550
C -7.5381 20.1591 12.7330
O -7.4527 20.4769 14.0977
C -8.7195 20.4677 14.6559
C -8.5510 20.4285 16.1905
N -7.8146 21.6590 16.5955
C -7.3638 21.6079 17.9663
C -5.9929 20.9649 18.1321
O -5.8378 20.4679 19.4479
C -4.6228 19.9480 19.7747
H -8.1536 19.2988 12.4653
H -6.4444 20.0680 12.4121
H -8.0359 21.0346 12.2597
H -9.2275 19.6360 14.2673
H -9.2387 21.3564 14.4347
H -8.1273 19.4997 16.5948
H -9.5190 20.6161 16.6868
H -7.0405 21.6833 15.8880
H -8.1110 20.9741 18.4750
H -7.4444 22.5093 18.5770
H -5.1882 21.6788 17.9641
H -6.0307 20.2029 17.4019
H -4.6569 19.8108 20.8536
H -3.7655 20.5056 19.4290
H -4.4626 18.9954 19.2584
C -5.6132 17.9021 27.4841
O -5.1173 16.7134 26.9395
C -6.1693 15.8234 26.6307
C -6.6812 15.9949 25.2084
N -5.8276 15.7272 24.0769
C -5.0437 16.8831 23.7036
C -4.2125 16.6493 22.4214
O -3.5681 17.8321 22.1743
C -2.6624 17.8169 21.0562
H -6.3208 17.6703 28.3298
H -6.2219 18.4755 26.7654
H -4.8025 18.5825 27.7680
H -6.9240 15.9287 27.3594
H -5.8232 14.7405 26.7310
H -7.0978 17.0201 25.0762
H -7.5004 15.2911 25.2004
H -5.2625 14.9093 24.2402
H -4.4138 17.2655 24.5566
H -5.7428 17.7269 23.5684
H -4.8104 16.3978 21.5659
H -3.5909 15.8205 22.5467
H -1.7076 17.3446 21.2219
H -2.5502 18.8592 20.7329
H -3.1053 17.2635 20.1975

## Properties
HOMO-LUMO gap = 8.488 eV
LUMO level = 0.5 eV
total charge = 0
relative energy (zero: lowest compared OMol25 entry of this formula, charge and spin) = 0.0 kcal per mole
molecular weight = 1537.16 g/mol
highest occupied orbital energy = -8.008 eV